No. 1
{
  "formula": "C27H20ClF9OPTc",
  "method": "ωB97M-V with the def2-TZVPD basis set",
  "species": ["Tc", "Cl", "P", "F", "F", "F", "F", "F", "F", "F", "F", "F", "O", "C", "C", "C", "C", "C", "C", "C", "C", "C", "C", "C", "C", "C", "C", "C", "C", "C", "C", "C", "C", "C", "C", "C", "C", "C", "C", "C", "H", "H", "H", "H", "H", "H", "H", "H", "H", "H", "H", "H", "H", "H", "H", "H", "H", "H", "H", "H"],
  "xyz": [[-0.425, -0.569, 2.412], [-2.225, -0.609, 1.055], [-0.089, 0.594, -2.446], [-0.541, -4.312, 3.347], [1.979, -2.138, 5.597], [1.089, -4.663, 4.760], [0.711, -2.637, 7.310], [0.508, -0.708, 6.330], [1.298, -3.123, 3.243], [-2.478, -3.318, 5.872], [-2.284, -2.490, 3.847], [-2.080, -1.160, 5.630], [-0.108, -1.489, 3.999], [-1.821, -2.403, 5.124], [-0.314, 3.229, -3.044], [-0.947, 4.464, -3.095], [-2.029, 2.354, -1.531], [-2.166, -1.455, -5.138], [1.538, 1.093, 1.933], [1.580, 0.854, 3.303], [0.751, -1.996, 6.128], [3.741, -0.510, -3.204], [2.438, 1.598, -1.889], [0.282, 1.135, 3.888], [-2.691, 3.587, -1.621], [-0.231, -2.566, 5.016], [-0.870, 2.162, -2.319], [-2.169, -2.754, -4.603], [0.425, -3.702, 4.084], [-1.679, -3.012, -3.306], [-1.015, -0.720, -3.142], [0.108, 1.276, 1.556], [4.456, 0.636, -2.821], [3.806, 1.673, -2.138], [-2.135, 4.640, -2.383], [-0.644, 1.428, 2.847], [2.360, -0.560, -3.027], [-1.628, -0.436, -4.374], [1.685, 0.554, -2.484], [-1.106, -1.997, -2.541], [-3.663, 3.742, -1.144], [-0.534, 5.263, -3.731], [-2.545, -1.245, -6.149], [1.794, -1.437, -3.340], [4.373, 2.568, -1.865], [4.264, -1.319, -3.715], [-2.550, -3.586, -5.227], [-0.249, 1.601, 0.578], [-1.737, -4.035, -2.927], [0.600, 3.053, -3.598], [-1.658, 1.833, 2.924], [2.354, 1.288, 1.203], [0.023, 1.196, 4.947], [1.953, 2.333, -1.248], [-0.772, -2.147, -1.510], [2.439, 0.428, 3.826], [-1.627, 0.589, -4.744], [5.516, 0.756, -3.128], [-2.677, 5.606, -2.461], [-2.382, 1.560, -0.864]],
  "gap_ev": [2.900, 2.630],
  "lumo_energy_ev": [-6.10, -6.27],
  "e_above_lowest_kj_mol": 0.0,
  "s_squared": 3.873,
  "total_charge": 1,
  "spin_multiplicity": 4,
  "total_energy_ha": -2896.84989
}

***

No. 2
{
  "formula": "C23H34B2N4O",
  "method": "ωB97M-V with the def2-TZVPD basis set",
  "species": ["O", "N", "N", "N", "N", "C", "C", "C", "C", "C", "C", "C", "C", "C", "C", "C", "C", "C", "C", "C", "C", "C", "C", "C", "C", "C", "C", "C", "B", "B", "H", "H", "H", "H", "H", "H", "H", "H", "H", "H", "H", "H", "H", "H", "H", "H", "H", "H", "H", "H", "H", "H", "H", "H", "H", "H", "H", "H", "H", "H", "H", "H", "H", "H"],
  "xyz": [[-2.844, 0.924, 2.484], [2.996, 6.671, -1.154], [-4.376, -4.719, 0.687], [1.946, 0.647, 0.628], [-2.829, 0.404, 0.012], [-7.804, -4.512, -0.051], [-2.081, 0.925, -1.174], [2.278, -4.420, -0.121], [2.115, -2.656, 1.866], [0.675, -2.181, 1.459], [5.453, 5.593, -1.213], [2.922, -3.745, 1.121], [-5.492, -4.361, 0.840], [6.422, 6.547, -1.914], [-3.355, -0.984, -0.195], [0.020, -1.025, 2.344], [-7.391, -4.094, -1.459], [1.397, 3.840, 0.504], [0.372, 2.794, 0.993], [4.406, -4.100, 1.664], [4.077, 6.194, -1.179], [2.726, 3.163, 0.110], [0.837, -3.960, -0.528], [6.027, 6.839, -3.358], [-6.910, -3.908, 1.035], [0.037, -2.877, 0.235], [2.867, 1.654, 0.230], [0.740, 1.320, 0.986], [-0.445, 0.297, 1.516], [-2.067, 0.554, 1.292], [0.403, -4.476, -1.462], [-7.782, -5.604, 0.016], [6.761, 7.500, -3.826], [5.226, -3.618, 1.021], [-2.863, -1.705, 0.542], [-7.253, -4.224, 2.023], [4.558, -5.225, 1.813], [5.057, 7.338, -3.418], [-2.825, 0.906, -2.061], [-1.120, 0.359, -1.427], [-6.385, -4.444, -1.704], [0.789, -0.732, 3.157], [5.977, 5.917, -3.945], [-0.995, -2.575, -0.131], [3.908, 1.236, -0.052], [4.479, -3.632, 2.717], [7.425, 6.111, -1.901], [-4.477, -0.950, 0.101], [-0.893, -1.456, 2.880], [5.411, 4.634, -1.737], [1.239, 4.962, 0.437], [-3.334, -1.339, -1.283], [5.785, 5.405, -0.189], [-8.838, -4.200, 0.124], [-7.414, -3.006, -1.568], [6.475, 7.492, -1.363], [-3.568, 0.256, 2.583], [-6.945, -2.815, 0.998], [-1.881, 2.046, -0.979], [-8.072, -4.524, -2.197], [2.872, -5.209, -0.706], [3.596, 3.796, -0.266], [2.622, -2.180, 2.784], [-0.656, 3.133, 1.354]],
  "gap_ev": 7.809,
  "lumo_energy_ev": -0.19,
  "smiles": "Cc1cccc(CB(B(O)N(C)C)c2ccccn2)c1.CCCC#N.CCCC#N",
  "total_charge": 0,
  "total_energy_ha": -1240.51178
}

***

No. 3
{
  "formula": "C7H8N4O2S2",
  "method": "ωB97M-V with the def2-TZVPD basis set",
  "species": ["S", "S", "O", "O", "N", "N", "N", "N", "C", "C", "C", "C", "C", "C", "C", "H", "H", "H", "H", "H", "H", "H", "H"],
  "xyz": [[4.432, 3.515, -0.509], [-4.700, -1.145, 2.713], [-3.028, -1.686, 0.713], [2.914, 1.526, -0.143], [-1.972, -0.885, 2.724], [-1.118, -0.959, 1.764], [1.125, 1.868, -1.587], [1.945, 2.755, -1.717], [-1.552, -1.580, 0.688], [-0.167, -0.615, -1.082], [1.234, -0.200, -0.118], [-3.278, -1.151, 2.208], [-0.950, -1.668, -0.438], [2.997, 2.592, -0.771], [1.543, 1.242, -0.675], [0.275, -0.991, -2.297], [1.790, -0.920, -0.381], [0.747, -0.037, 0.681], [-0.152, -2.554, -0.385], [2.001, 3.552, -2.367], [-1.888, -0.614, 3.613], [-0.785, 0.266, -1.375], [-1.412, -2.309, -1.261]],
  "gap_ev": 8.586,
  "lumo_energy_ev": 0.23,
  "e_above_lowest_kj_mol": 879.4,
  "total_charge": 0,
  "total_energy_ha": -1437.07878
}

***

No. 4
{
  "formula": "C5H9FIN2O",
  "method": "ωB97M-V with the def2-TZVPD basis set",
  "species": ["I", "F", "O", "N", "N", "C", "C", "C", "C", "C", "H", "H", "H", "H", "H", "H", "H", "H", "H"],
  "xyz": [[-0.534, 1.621, 2.402], [-0.166, 1.770, -0.796], [-1.392, -0.661, -1.116], [-0.259, -0.018, 1.273], [-2.788, 0.955, -0.133], [1.913, -1.027, 0.685], [1.025, 0.984, -0.617], [0.688, -0.231, 0.217], [-1.870, 0.108, -0.265], [-0.141, -1.318, -0.710], [0.359, -1.427, -1.714], [1.621, -1.308, 1.733], [2.738, -0.259, 0.878], [1.547, 0.533, -1.503], [-2.801, 1.625, 0.569], [2.202, -1.857, 0.062], [-3.609, 1.310, -0.707], [1.832, 1.514, 0.008], [-0.363, -2.317, -0.267]],
  "gap_ev": 7.839,
  "lumo_energy_ev": -5.08,
  "total_charge": 1,
  "total_energy_ha": -777.79876
}

***

No. 5
{
  "formula": "C13H28N6O6PdS",
  "method": "ωB97M-V with the def2-TZVPD basis set",
  "species": ["Pd", "S", "O", "O", "O", "O", "O", "O", "N", "N", "N", "N", "N", "N", "C", "C", "C", "C", "C", "C", "C", "C", "C", "C", "C", "C", "C", "H", "H", "H", "H", "H", "H", "H", "H", "H", "H", "H", "H", "H", "H", "H", "H", "H", "H", "H", "H", "H", "H", "H", "H", "H", "H", "H", "H"],
  "xyz": [[1.571, 0.146, -0.230], [-1.106, 1.726, -0.060], [5.432, -2.812, -1.421], [1.861, 2.212, 1.908], [-0.481, -1.161, -1.993], [1.873, 3.059, -0.598], [4.533, -0.190, -1.530], [-0.308, -2.164, 0.433], [-2.787, -0.302, -0.500], [1.524, 1.977, -1.186], [0.547, -1.246, 0.933], [0.351, -0.175, -1.894], [-3.122, 0.870, 1.467], [1.585, 0.920, 1.686], [-0.273, -1.947, 3.164], [0.334, 0.809, -2.823], [3.249, -0.561, -0.763], [0.995, 1.998, -2.439], [1.071, 0.184, 2.670], [0.496, -1.058, 2.249], [-3.739, -1.345, -0.144], [-2.431, 0.700, 0.324], [-0.558, 0.711, -4.009], [-4.072, -0.108, 1.997], [-4.758, -0.816, 0.845], [0.936, 0.661, 4.073], [0.865, 3.261, -3.211], [-4.793, 0.418, 2.628], [-1.152, -1.419, 3.567], [-5.351, -1.647, 1.226], [-0.383, -1.910, -0.564], [3.317, -1.619, -0.481], [5.315, -3.231, -2.291], [2.508, -0.378, -1.576], [-5.440, -0.129, 0.332], [5.053, -1.026, -1.497], [-0.104, 1.201, -4.878], [-0.118, 0.863, 4.311], [1.895, 2.618, 0.958], [1.515, 1.573, 4.234], [1.275, -0.107, 4.779], [-2.729, 1.577, 2.081], [3.317, 0.115, 0.123], [-0.622, -2.836, 2.629], [-1.523, 1.212, -3.829], [-2.117, -0.506, -1.257], [-0.747, -0.341, -4.254], [-0.175, 3.623, -3.205], [1.133, 3.096, -4.265], [5.442, -3.554, -0.790], [-4.222, -1.683, -1.068], [0.329, -2.261, 4.029], [-3.531, -0.827, 2.632], [1.512, 4.033, -2.792], [-3.188, -2.205, 0.270]],
  "gap_ev": [6.441, 5.448],
  "lumo_energy_ev": [0.16, -1.37],
  "e_above_lowest_kj_mol": 333.4,
  "s_squared": 2.062,
  "total_charge": 0,
  "spin_multiplicity": 3,
  "total_energy_ha": -1817.83187
}

***

No. 6
{
  "formula": "C23H44BCl8FO10PS",
  "method": "ωB97M-V with the def2-TZVPD basis set",
  "species": ["Cl", "Cl", "Cl", "Cl", "Cl", "Cl", "Cl", "Cl", "S", "P", "F", "O", "O", "O", "O", "O", "O", "O", "O", "O", "O", "C", "C", "C", "C", "C", "C", "C", "C", "C", "C", "C", "C", "C", "C", "C", "C", "C", "C", "C", "C", "C", "C", "C", "B", "H", "H", "H", "H", "H", "H", "H", "H", "H", "H", "H", "H", "H", "H", "H", "H", "H", "H", "H", "H", "H", "H", "H", "H", "H", "H", "H", "H", "H", "H", "H", "H", "H", "H", "H", "H", "H", "H", "H", "H", "H", "H", "H", "H"],
  "xyz": [[-1.350, 9.387, 2.694], [-7.877, -8.219, -1.773], [-5.667, -7.403, -0.056], [-5.469, -4.816, -1.630], [-4.853, -1.968, -1.556], [-3.712, 8.214, 1.450], [7.082, 3.703, -0.887], [6.181, 4.993, -3.341], [-2.205, 4.012, 3.097], [-0.317, -0.846, -2.944], [2.474, 1.053, 3.457], [0.838, -1.620, 0.228], [4.214, -3.447, 2.641], [2.583, -4.669, 3.939], [-3.052, 5.033, 3.891], [1.928, 0.328, -1.020], [2.846, 1.428, -3.551], [3.427, -0.125, 1.574], [-0.779, 4.704, 2.397], [-1.301, -1.381, -0.577], [-1.667, 2.858, 4.030], [-0.817, -3.076, 2.948], [0.774, -2.927, 3.278], [-2.382, 7.956, 2.587], [-1.483, 1.041, -1.297], [-3.204, 3.093, 1.750], [-2.695, 1.197, -0.209], [2.340, 0.460, 2.078], [2.400, 2.409, -2.560], [7.258, 5.109, -1.944], [-4.496, -3.554, -0.864], [1.449, -4.417, 3.024], [5.334, 1.167, -3.471], [-1.751, -2.137, -3.219], [-2.148, 2.042, 1.080], [2.029, 1.782, -1.076], [-6.647, -8.760, -0.624], [-0.488, -0.232, -1.100], [4.054, 1.899, -4.261], [0.854, 0.526, 1.312], [0.845, -0.168, -0.167], [1.261, -1.875, -3.213], [3.516, -3.544, 3.782], [-1.384, -2.248, 1.667], [-0.477, -2.282, 0.306], [-1.185, -4.203, 2.805], [-7.141, -9.224, 0.233], [1.889, -2.002, -2.205], [-3.629, 3.902, 1.001], [0.101, 0.068, 2.090], [1.410, 2.937, -2.956], [-0.317, -3.326, -0.237], [4.931, 0.369, -2.701], [-2.019, 0.891, -2.354], [-2.427, -2.756, 1.380], [-1.777, 1.256, 1.881], [1.122, -2.889, -3.786], [-1.810, -2.511, -4.329], [-4.719, -3.534, 0.206], [-1.232, 2.689, 0.688], [1.724, -4.495, 1.889], [-4.088, 2.529, 2.319], [5.919, 0.590, -4.304], [3.997, 1.582, -5.398], [-3.438, -3.779, -1.016], [-2.796, 7.741, 3.575], [0.658, -5.283, 3.249], [3.568, -2.745, 4.638], [5.976, 1.965, -2.890], [1.968, -1.216, -3.914], [2.918, 2.090, -0.341], [0.865, -2.702, 4.448], [-1.412, -3.079, -2.572], [4.214, 3.058, -4.241], [1.096, 2.385, -0.711], [-3.517, 1.890, -0.729], [8.291, 5.163, -2.295], [1.331, -2.049, 2.746], [-2.770, -1.791, -2.760], [-1.417, -2.680, 3.902], [0.603, 1.695, 1.301], [3.159, 3.290, -2.350], [7.012, 6.012, -1.380], [-1.694, -1.154, 2.032], [-5.997, -9.488, -1.115], [-1.782, 7.109, 2.246], [-0.948, 2.093, -1.387], [-3.255, 0.211, 0.076], [-0.845, 4.710, 1.392]],
  "gap_ev": 5.820,
  "lumo_energy_ev": 1.42,
  "total_charge": -1,
  "total_energy_ha": -6200.56655
}